Entry one
{"formula": "C8H14N3O3", "method": "ωB97M-V/def2-TZVPD", "multiplicity": 1, "total_charge": 1, "lumo_ev": [-3.9884, -3.6771], "elements": ["C", "C", "C", "C", "C", "C", "C", "C", "N", "N", "N", "O", "O", "O", "H", "H", "H", "H", "H", "H", "H", "H", "H", "H", "H", "H", "H", "H"], "coordinates": [[2.3530, -1.2300, 0.3427], [-2.1621, 0.0051, 0.4312], [0.3480, 2.1036, 0.1180], [1.0068, 1.4010, -1.0444], [-0.1803, 1.1334, 1.2528], [2.4069, 0.9496, -0.6968], [-0.1984, -1.1360, 0.3012], [-3.8764, -0.7974, -0.8349], [1.0350, -1.5805, 0.1793], [-0.7891, -0.0248, 0.6254], [3.2224, -2.2075, 0.6901], [-2.8580, 0.8554, 0.9261], [2.8240, -0.0616, 0.0273], [-2.5249, -0.9250, -0.4393], [0.9013, 2.8367, 0.6120], [-0.5673, 2.5911, -0.1477], [0.3554, 0.4574, -1.3138], [1.1611, 2.2271, -1.7509], [0.5252, 0.8609, 2.0501], [-0.9419, 1.6696, 1.8577], [3.1621, 1.7513, -0.7915], [-0.7502, -1.9339, -0.0633], [-4.3603, -1.2058, 0.0780], [-3.9481, -1.4358, -1.6415], [-3.9766, 0.2146, -0.9431], [1.0687, -2.5281, 0.2327], [3.2066, -2.5755, 1.7456], [4.2226, -2.1398, 0.3772]]}

=====

Entry two
{"formula": "C8H14N3O3", "method": "ωB97M-V/def2-TZVPD", "multiplicity": 1, "total_charge": 1, "smiles": "COC(=O)[C@@]12[NH2+]C[C@@H](CNC1=O)N2C", "lumo_ev": -2.9940, "elements": ["C", "C", "C", "C", "C", "C", "C", "C", "N", "N", "N", "O", "O", "O", "H", "H", "H", "H", "H", "H", "H", "H", "H", "H", "H", "H", "H", "H"], "coordinates": [[0.0869, 1.7724, -0.2029], [-1.7693, -0.0715, -0.3978], [2.2222, 1.1026, 0.9122], [1.9054, -0.2663, -1.3127], [1.8663, -0.2805, 0.3744], [-0.2683, 0.2574, -0.2572], [0.1722, -1.9563, 0.8017], [-3.8245, -0.1766, 0.8140], [1.3616, 2.0844, 0.2105], [0.4370, -0.5985, 0.6275], [0.5352, -0.0037, -1.7374], [-0.6732, 2.6320, -0.6422], [-2.1588, -0.6353, -1.4314], [-2.5109, 0.1701, 0.7129], [2.0736, 1.0132, 1.9902], [3.2376, 1.4365, 0.6939], [2.6879, 0.3627, -1.5918], [2.0285, -1.3281, -1.4620], [2.4989, -1.0589, 0.8532], [-0.8497, -2.1507, 0.7993], [0.4244, -2.4986, -0.1085], [0.6664, -2.3467, 1.6148], [-4.4408, 0.3558, 0.1332], [-4.0067, 0.1182, 1.8692], [-3.8962, -1.1704, 0.8011], [1.6119, 3.1055, 0.3802], [0.6254, 0.8943, -2.1475], [-0.0429, -0.7628, -2.2968]]}

=====

Stability summary: most stable entry two, least stable entry one.

=====

Entry one
{"formula": "C3H8N3O", "method": "ωB97M-V/def2-TZVPD", "multiplicity": 1, "total_charge": 1, "smiles": "NCN=[N+]=CCO", "lumo_ev": [-5.7052, -5.7053], "elements": ["C", "C", "C", "N", "N", "N", "O", "H", "H", "H", "H", "H", "H", "H", "H"], "coordinates": [[1.5667, 1.0081, 0.2837], [1.9636, -0.3110, -0.0949], [-1.7057, 0.5636, 0.3986], [0.4037, 1.2821, -0.1278], [-0.6748, 0.9153, -0.5065], [-2.4188, -0.5805, -0.0985], [0.8280, -1.1918, -0.3153], [2.1895, 1.7862, 0.5840], [2.5423, -0.1327, -1.0614], [2.7335, -0.8408, 0.5540], [-2.3000, 1.3999, 0.4587], [-1.3299, 0.3719, 1.3941], [1.1388, -1.9998, -0.5542], [-2.1851, -1.5892, 0.1827], [-2.7518, -0.6812, -1.0972]]}

=====

Entry two
{"formula": "C3H8N3O", "method": "ωB97M-V/def2-TZVPD", "multiplicity": 1, "total_charge": 1, "smiles": "CC(=[NH2+])/[NH+]=C\\N[O-]", "lumo_ev": -3.8946, "elements": ["C", "C", "C", "N", "N", "N", "O", "H", "H", "H", "H", "H", "H", "H", "H"], "coordinates": [[-0.0713, -0.9775, -1.4902], [-0.2927, 0.4767, 0.3072], [0.3868, 1.6818, 0.9025], [0.6452, -1.8114, -0.8085], [-0.0482, 0.3560, -1.0220], [-1.1858, -0.2346, 1.0024], [1.0157, -1.5112, 0.3362], [-0.4819, -1.2022, -2.4460], [-0.1322, 1.8310, 1.9621], [0.1600, 2.6231, 0.3680], [1.4880, 1.6139, 0.8014], [0.7598, -2.8547, -1.1611], [0.8201, 0.9902, -1.2843], [-1.6797, -1.0130, 0.5436], [-1.3840, 0.0319, 1.9887]]}

=====

Stability summary: most stable entry two, least stable entry one.

=====

Entry one
{"formula": "C3H8N3O", "method": "ωB97M-V/def2-TZVPD", "multiplicity": 1, "total_charge": 1, "smiles": "N/C(O)=[NH+]/N1CC1", "lumo_ev": -3.2405, "elements": ["C", "C", "C", "N", "N", "N", "O", "H", "H", "H", "H", "H", "H", "H", "H"], "coordinates": [[-1.7573, -0.1961, 0.0243], [1.7493, -0.3661, 0.7515], [1.7380, -0.2773, -0.7759], [-2.8951, 0.5558, 0.0121], [-0.4870, 0.3229, 0.0390], [0.6094, -0.6044, 0.0074], [-1.8200, -1.4509, -0.0396], [2.4134, -1.1544, 1.0099], [1.8078, 0.5172, 1.3639], [1.6360, 0.6618, -1.2746], [2.1407, -1.0386, -1.3369], [-2.9583, 1.5429, -0.1760], [-3.7761, 0.1033, -0.2595], [-0.4198, 1.4221, -0.1266], [-0.9164, -1.8883, -0.1309]]}

=====

Entry two
{"formula": "C3H8N3O", "method": "ωB97M-V/def2-TZVPD", "multiplicity": 1, "total_charge": 1, "smiles": "NC(N)=COC=[NH2+]", "lumo_ev": [-3.9619, -3.9612], "elements": ["C", "C", "C", "N", "N", "N", "O", "H", "H", "H", "H", "H", "H", "H", "H"], "coordinates": [[0.2590, -0.0848, -0.5089], [0.3093, -2.0772, 1.2049], [-0.0269, 1.3487, -0.9944], [-0.5202, 2.2404, -0.1447], [0.1879, 1.4981, -2.2774], [-0.3514, -2.4133, 2.3239], [-0.0022, -0.8272, 0.6901], [0.7465, -0.5755, -1.3942], [1.1277, -2.5278, 0.7146], [-0.4639, 2.1201, 0.8455], [-0.6161, 3.2779, -0.3294], [-0.2415, 2.2457, -2.8206], [0.4987, 0.6857, -2.8469], [0.0181, -3.2559, 2.9225], [-0.9251, -1.6549, 2.6150]]}

=====

Entry three
{"formula": "C3H8N3O", "method": "ωB97M-V/def2-TZVPD", "multiplicity": 1, "total_charge": 1, "smiles": "C[C@@H]1NOC(=[NH2+])N1", "lumo_ev": -3.2028, "elements": ["C", "C", "C", "N", "N", "N", "O", "H", "H", "H", "H", "H", "H", "H", "H"], "coordinates": [[1.6285, 0.0346, 0.1074], [-0.6132, 0.3782, 0.6299], [-1.7085, 0.1864, -0.3046], [0.2850, 1.8029, 0.2466], [0.5371, -0.5190, 0.6258], [2.7189, -0.6820, -0.1487], [1.5862, 1.2374, -0.1428], [-0.9464, 0.6948, 1.5705], [-1.4453, 0.2451, -1.4534], [-2.2943, 1.0692, -0.1533], [-2.4397, -0.6452, -0.0322], [-0.1853, 2.1129, -0.6338], [0.4715, -1.5556, 0.8805], [2.8526, -1.6533, 0.1728], [3.5780, -0.1880, -0.3534]]}

=====

Entry four
{"formula": "C3H8N3O", "method": "ωB97M-V/def2-TZVPD", "multiplicity": 1, "total_charge": 1, "smiles": "[H]/N=C/NOC(C)=[NH2+]", "lumo_ev": -3.8118, "elements": ["C", "C", "C", "N", "N", "N", "O", "H", "H", "H", "H", "H", "H", "H", "H"], "coordinates": [[2.1047, -0.2356, 0.1218], [-1.0948, -0.2514, -0.1404], [-0.7679, 1.1416, 0.0632], [1.9168, 0.6729, -0.7616], [1.1270, -1.0291, 0.5866], [-2.2667, -0.7319, -0.4438], [-0.2141, -1.2568, 0.1196], [3.1460, -0.4226, 0.6534], [0.1459, 1.5841, -0.3956], [-0.8306, 1.0774, 1.1585], [-1.6269, 1.7676, -0.1689], [2.6168, 1.3687, -0.8684], [1.1937, -1.9194, 1.1602], [-2.4389, -1.7258, -0.5616], [-3.0111, -0.0397, -0.5230]]}

=====

Stability summary: most stable entry three, least stable entry two.

=====

Entry one
{"formula": "C3H8N3O", "method": "ωB97M-V/def2-TZVPD", "multiplicity": 1, "total_charge": 1, "smiles": "[NH3+]N1CNC(=O)C1", "lumo_ev": -4.1520, "elements": ["C", "C", "C", "N", "N", "N", "O", "H", "H", "H", "H", "H", "H", "H", "H"], "coordinates": [[-1.0849, -1.3931, -0.0308], [-1.0905, 0.1389, -0.0650], [1.1295, -0.6207, -0.1754], [0.1940, -1.7531, -0.1488], [0.2472, 0.5414, -0.4613], [0.4540, 1.7964, 0.1841], [-2.0481, -2.0003, 0.2845], [-1.8746, 0.5163, -0.8661], [-1.3434, 0.4998, 0.9122], [1.6639, -0.6162, 0.7473], [1.8909, -0.7725, -0.9113], [0.5451, -2.7503, -0.3017], [-0.2024, 1.9099, 1.0183], [0.0520, 2.4805, -0.5232], [1.4674, 2.0229, 0.3373]]}

=====

Entry two
{"formula": "C3H8N3O", "method": "ωB97M-V/def2-TZVPD", "multiplicity": 1, "total_charge": 1, "lumo_ev": [-4.5253, -3.5505], "elements": ["C", "C", "C", "N", "N", "N", "O", "H", "H", "H", "H", "H", "H", "H", "H"], "coordinates": [[-1.2879, -0.0469, 0.3765], [1.6064, 0.9574, 0.0559], [-0.0645, -2.0325, 0.0127], [-2.3483, 0.7865, 0.0329], [2.8799, 1.1752, -0.0345], [-0.9487, -1.1091, -0.4049], [0.4898, 1.2358, 0.0401], [-1.0061, 0.0781, 1.3731], [0.5009, -1.9301, 0.8510], [-0.1430, -2.9732, -0.4521], [-2.0446, 1.7404, -0.1286], [-2.9248, 0.4987, -0.7321], [3.6766, 0.5939, 0.0840], [3.0845, 2.1091, 0.2223], [-1.4703, -1.0832, -1.2965]]}

=====

Stability summary: most stable entry one, least stable entry two.

=====

Entry one
{"formula": "C4H10NO2", "method": "ωB97M-V/def2-TZVPD", "multiplicity": 1, "total_charge": -1, "smiles": "[O-]CCCNCO", "lumo_ev": 3.6598, "elements": ["C", "C", "C", "O", "N", "C", "O", "H", "H", "H", "H", "H", "H", "H", "H", "H", "H"], "coordinates": [[0.0956, -0.6875, -0.7978], [1.4303, 0.0352, -0.7207], [1.5949, 0.8033, 0.6664], [2.6140, 0.3313, 1.3990], [-1.0050, 0.3172, -0.9471], [-2.1296, 0.2332, -0.0194], [-2.3921, -1.0930, 0.4003], [0.0702, -1.3085, -1.7054], [-0.0800, -1.3199, 0.0179], [2.2723, -0.6524, -0.6670], [1.4295, 0.7127, -1.5706], [1.6730, 1.9000, 0.4181], [0.6066, 0.6793, 1.2002], [-0.5299, 1.1943, -0.8046], [-3.0385, 0.4826, -0.5687], [-1.9897, 0.9166, 0.8266], [-1.7054, -1.3790, 1.0172]]}

=====

Entry two
{"formula": "C4H10NO2", "method": "ωB97M-V/def2-TZVPD", "multiplicity": 1, "total_charge": -1, "smiles": "N[C@H](C[O-])CCO", "lumo_ev": 3.7686, "elements": ["C", "O", "C", "C", "C", "O", "N", "H", "H", "H", "H", "H", "H", "H", "H", "H", "H"], "coordinates": [[0.8706, -0.7411, 1.4837], [1.3144, -0.0084, 2.5221], [0.3425, 0.1404, 0.3334], [-0.2488, -0.7035, -0.7856], [-1.0191, 0.1218, -1.7930], [-2.4372, 0.1437, -1.5134], [1.4892, 0.9103, -0.1314], [1.6812, -1.3390, 0.9507], [0.0698, -1.4726, 1.7506], [-0.4705, 0.7090, 0.8233], [0.5841, -1.2058, -1.2812], [-0.8497, -1.5222, -0.3752], [-0.6744, 1.1524, -1.7057], [-0.9110, -0.2279, -2.8117], [-2.5282, 0.6022, -0.6753], [2.1216, 0.8723, 0.6830], [1.2736, 1.9024, -0.1186]]}

=====

Stability summary: most stable entry two, least stable entry one.

=====

Entry one
{"formula": "C4H10NO2", "method": "ωB97M-V/def2-TZVPD", "multiplicity": 1, "total_charge": -1, "lumo_ev": 4.3430, "elements": ["C", "C", "N", "O", "H", "H", "H", "H", "H", "C", "O", "C", "H", "H", "H", "H", "H"], "coordinates": [[-2.2363, -0.2201, 0.2608], [-1.4862, -1.0452, -0.7933], [-0.7183, -2.0318, -0.2417], [-1.3457, -0.7218, -1.9818], [-2.9012, -0.8424, 0.9415], [-2.8004, 0.5587, -0.2556], [-1.4685, 0.2719, 0.8721], [-0.4879, -2.7413, -0.9721], [0.0593, -1.2916, 0.3184], [1.0773, 0.6138, -0.0390], [0.7211, -0.3210, 0.9440], [2.2734, 1.4470, 0.4576], [0.2860, 1.3128, -0.2865], [1.3470, 0.0898, -1.0263], [2.7334, 1.9608, -0.4346], [2.9980, 0.8254, 0.9980], [1.9491, 2.1349, 1.2385]]}

=====

Entry two
{"formula": "C4H10NO2", "method": "ωB97M-V/def2-TZVPD", "multiplicity": 1, "total_charge": -1, "lumo_ev": 4.3290, "elements": ["C", "C", "C", "O", "N", "C", "O", "H", "H", "H", "H", "H", "H", "H", "H", "H", "H"], "coordinates": [[-0.4528, -0.5873, -0.5851], [0.6015, -0.3286, 0.5621], [1.4383, -1.5452, 0.8771], [-0.1074, 0.1207, 1.7172], [-0.8027, 0.3730, -1.6154], [-0.7695, 1.6411, -0.8337], [-1.3076, 1.8971, 0.4165], [-1.2847, -0.8469, 0.0644], [-0.1425, -1.5292, -1.0539], [1.4276, 0.3618, 0.1066], [0.7058, -2.4226, 0.7481], [2.5504, -1.4167, 0.3697], [1.5335, -1.3268, 2.0274], [-0.6599, 1.1344, 1.2322], [-1.7501, 0.1968, -1.8904], [-1.2980, 2.4130, -1.4562], [0.3179, 1.8656, -0.6864]]}

=====

Stability summary: most stable entry one, least stable entry two.